(1)
Computed, not measured: a molecular structure, C15H31IMgP2, with ωB97M-V/def2-TZVPD.

The geometry in XYZ format:
```
50
Properties=species:S:1:pos:R:3:lowdin_charge:R:1
C -1.06 -3.06 -1.83 -0.188
C 0.92 0.77 -2.15 -0.322
I 0.83 1.93 4.93 0.012
H 1.59 -0.77 1.77 0.031
C -1.94 1.37 0.04 -0.201
H -0.77 -3.42 -2.83 0.050
C -2.65 0.13 0.28 -0.255
H -1.18 0.03 -1.99 0.079
H -2.56 2.16 -0.46 0.086
H 0.64 -2.56 0.82 0.110
C 0.93 -0.39 0.95 -0.190
H 1.63 -0.15 0.13 0.071
H 2.50 -1.68 -2.06 0.048
H -0.64 2.77 0.81 0.125
H -1.68 2.42 -2.25 0.051
C -0.16 -0.35 -2.24 -0.284
H -2.74 -0.43 -0.67 0.081
H 1.09 1.58 1.70 0.047
H 1.91 0.42 -1.82 0.072
H -0.32 0.76 2.29 0.052
H 1.85 3.99 -1.76 0.057
H -0.18 -0.68 -3.30 0.095
C 0.28 0.89 1.38 -0.233
H -1.70 -2.88 0.85 0.064
C 1.83 3.31 -0.90 -0.181
H 2.77 2.76 -0.88 0.062
H -3.09 -1.31 1.77 0.101
P 0.20 -1.88 -1.32 0.896
C 1.48 -1.31 4.67 -0.365
H -0.41 3.33 -3.08 0.052
H -1.09 4.00 -1.60 0.077
C -0.81 3.07 -2.11 -0.190
C -1.31 -1.85 0.90 -0.260
P 0.46 2.20 -1.15 0.912
H 0.61 -0.85 5.17 -0.091
H 2.20 -1.69 5.41 -0.057
C 1.79 -2.50 -1.89 -0.187
H 2.18 -3.24 -1.18 0.063
C 0.05 -1.67 0.47 -0.462
H -1.83 -0.24 2.28 0.092
H 1.59 -3.01 -2.85 0.050
H -1.08 -3.91 -1.13 0.069
C -0.58 1.76 0.31 -0.414
H 1.04 1.21 -3.17 0.095
C -2.18 -0.82 1.42 -0.247
H -2.05 -2.59 -1.89 0.063
H 1.69 3.89 0.01 0.068
H 1.16 -2.10 3.96 -0.048
H -3.69 0.36 0.49 0.101
Mg 2.51 0.24 3.68 0.343
```

The calculation puts the frontier orbital gap (spin up / spin down) at 4.2 / 2.4 eV.

=====

(2)
Computed, not measured: a molecular structure, C15H31IrN3O8S, with ωB97M-V/def2-TZVPD.

The geometry in XYZ format:
```
59
Properties=species:S:1:pos:R:3:lowdin_charge:R:1
H -6.50 1.08 -3.65 0.123
C -0.92 -1.68 2.16 0.037
H -1.57 2.42 -3.13 0.146
H 3.99 0.96 2.49 0.156
H -1.82 0.69 -2.93 0.103
H 5.03 -1.30 0.68 0.151
H 3.61 -4.44 1.07 0.126
H 0.35 -1.18 4.34 0.166
O 2.67 -2.66 0.58 -0.215
N -0.83 1.54 -1.35 0.093
C 0.70 1.96 0.18 -0.006
H -1.17 -1.67 1.10 0.083
H -3.43 1.33 -0.94 0.108
S -4.29 1.00 -3.11 0.656
C -0.30 0.38 -0.98 -0.289
C -3.27 1.86 -1.88 -0.186
C -0.68 -0.94 -1.55 0.030
H 1.32 -2.55 3.74 0.147
O -1.35 4.29 -1.51 0.156
O -4.02 -0.40 -2.83 -0.320
H -0.39 -1.01 -2.60 0.122
C -5.98 1.39 -2.74 -0.279
O -3.93 1.55 -4.38 -0.270
C 4.74 -0.27 0.88 -0.111
H 5.07 -0.38 3.01 0.174
H 4.43 -0.83 -1.68 0.118
H 1.37 2.45 0.88 0.137
H 2.00 -4.23 1.83 0.112
C 3.93 0.09 -1.40 0.033
O 0.50 -1.34 2.26 -0.371
H 2.90 -0.82 4.56 0.174
H 2.99 0.20 -1.93 0.099
H 5.56 0.41 0.65 0.172
O 3.12 -0.94 2.49 -0.304
Ir 1.92 -0.74 0.88 1.627
H -3.53 2.91 -1.78 0.111
H 4.56 0.96 -1.57 0.126
C -0.22 2.53 -0.62 -0.087
H -1.07 -2.67 2.57 0.123
C 1.08 -1.50 3.59 -0.097
H -6.33 -0.37 -1.53 0.080
C -6.51 0.71 -1.49 -0.100
C 2.93 -3.74 1.56 0.028
H 3.42 -3.30 2.41 0.093
C -1.86 1.65 -2.42 -0.120
H -1.76 -1.11 -1.51 0.106
O 0.18 4.66 -0.01 0.157
O 3.60 0.07 0.03 -0.363
H -7.58 0.88 -1.43 0.093
C 4.30 -0.07 2.30 -0.060
N -0.51 3.96 -0.71 -0.314
N 0.63 0.59 -0.03 -0.076
C 2.30 -0.62 3.67 -0.071
H -1.49 -0.93 2.71 0.122
H 2.30 -3.05 -0.22 0.142
H -6.06 1.11 -0.59 0.076
H 2.05 0.44 3.61 0.153
H -6.02 2.48 -2.70 0.116
H -0.16 -1.74 -1.01 0.065
```

As for the total charge: +3. The calculation puts the frontier orbital gap (spin up / spin down) at 4.3 / 4.3 eV.

=====

(3)
Computed, not measured: a molecular structure, C15H31NO2P2Ru, with ωB97M-V/def2-TZVPD.

The geometry in XYZ format:
```
52
Properties=species:S:1:pos:R:3:lowdin_charge:R:1
C -0.92 -3.44 1.39 -0.145
H -1.34 2.40 -1.57 0.084
H 0.77 -1.14 4.23 0.067
H 2.21 1.49 -3.50 0.121
H -1.14 -2.05 -1.54 0.099
H -0.29 1.15 -0.12 0.011
H 1.12 2.23 -1.55 0.101
C 0.00 -1.77 3.73 -0.249
C -0.84 1.64 -2.16 -0.135
C -1.92 2.74 1.22 -0.141
P -0.25 2.41 1.83 0.670
C 1.09 3.56 1.48 -0.135
H -1.93 -2.99 1.30 0.076
O -0.36 2.58 3.32 -0.289
C -1.45 -0.66 -3.26 -0.153
C 1.94 -2.73 1.35 -0.141
C -0.15 -0.81 0.64 -0.407
C -1.77 0.85 -3.04 -0.163
C 0.33 0.67 0.61 -0.357
H 1.02 3.89 0.44 0.063
H -1.01 -1.54 4.12 0.098
H -0.68 -3.89 0.39 0.085
H -1.19 -0.84 0.37 0.090
H -2.44 1.78 1.07 0.071
H 0.73 1.05 -4.34 0.126
C 1.26 0.93 -3.36 -0.152
C 0.75 -1.38 -2.24 -0.133
H -1.06 -0.78 -4.30 0.128
H 0.30 -2.76 4.00 0.068
H 2.70 -2.00 1.66 0.069
H 1.30 -2.17 -1.74 0.091
H 1.64 -1.01 -4.18 0.131
H -2.42 -1.18 -3.27 0.115
H -2.49 3.37 1.92 0.089
H 2.00 -2.82 0.25 0.064
H 0.45 -1.25 -0.14 0.025
H -1.87 1.31 -4.04 0.133
C 0.50 1.62 -2.23 -0.111
H -0.98 -4.28 2.11 0.083
C 1.62 -0.57 -3.17 -0.160
H 2.66 -0.61 -2.80 0.112
O 0.12 1.10 5.24 0.133
N 0.12 0.73 4.13 -0.342
H 2.03 3.00 1.63 0.078
H -1.84 3.24 0.25 0.048
H 2.21 -3.71 1.77 0.085
H 1.37 0.76 0.30 0.094
H 1.04 4.41 2.17 0.088
P 0.29 -2.14 1.91 0.844
H -2.78 0.90 -2.58 0.112
Ru 0.16 0.12 2.50 0.965
C -0.60 -1.37 -2.21 -0.103
```

Its spin multiplicity is 5. As for the total charge: +2. The calculation puts the frontier orbital gap (spin up / spin down) at 6.6 / 5.7 eV. As for the expectation value of S²: 6.03.

=====

(4)
Computed, not measured: a molecular structure, C15H31NO2P2Sr, with ωB97M-V/def2-TZVPD.

The geometry in XYZ format:
```
52
Properties=species:S:1:pos:R:3:lowdin_charge:R:1
H -0.21 1.30 0.57 0.015
H 1.29 1.45 1.90 0.102
C -0.52 0.24 0.61 -0.466
H 3.04 -1.32 -0.62 0.091
H 0.39 -4.12 -0.30 0.045
P -2.27 0.43 1.17 0.756
H 1.01 -2.38 -3.02 0.045
H -4.91 -1.81 2.14 -0.081
H 4.96 0.39 0.42 0.120
H 1.36 3.35 -1.84 0.111
H 0.91 -0.47 -0.79 0.011
C 1.92 1.88 1.10 -0.124
H -5.21 -0.03 1.82 -0.079
H -1.72 2.17 2.84 0.044
N -4.15 -4.62 0.26 -0.439
Sr -2.90 -2.37 0.40 1.146
C 3.38 1.58 1.26 -0.180
O -4.31 -4.04 -0.88 -0.313
C -2.12 1.15 2.83 -0.271
H 3.86 -0.54 1.40 0.108
H -2.60 1.65 -0.93 0.042
H 0.49 3.27 0.30 0.109
H 1.69 -2.96 -0.72 0.026
C 3.13 -0.23 -0.54 -0.124
H 2.10 0.15 -2.37 0.103
H 2.74 3.98 -0.98 0.119
C 3.06 2.00 -1.74 -0.179
C -2.73 1.89 0.13 -0.255
H 3.04 2.18 -2.83 0.115
P -0.57 -2.13 -1.20 0.743
H -5.52 -1.31 0.50 -0.071
H -0.53 -3.28 -3.23 0.046
C 2.14 3.07 -1.11 -0.189
C -0.18 -0.38 -0.76 -0.423
H -0.49 -1.53 -3.53 0.050
H 4.10 2.18 -1.41 0.113
H 0.76 -2.77 0.80 0.047
C -0.08 -2.33 -2.92 -0.277
H -1.51 0.52 3.48 0.042
H 0.08 -0.24 1.39 0.077
H 3.95 2.41 0.80 0.110
H 3.61 1.58 2.34 0.120
C -4.90 -1.00 1.37 -0.415
C 2.68 0.56 -1.54 -0.121
C 1.43 2.70 0.15 -0.126
C 3.89 0.26 0.65 -0.186
O -4.74 -5.66 0.54 -0.089
H -2.13 2.78 0.39 0.040
H -3.14 1.15 3.24 0.040
H -3.79 2.05 0.34 0.043
C 0.71 -3.07 -0.26 -0.266
H -0.50 0.29 -1.59 0.095
```

The calculation puts the frontier orbital gap at 5.4 eV.

=====

(5)
Computed, not measured: a molecular structure, C15H32AuNO3P2, with ωB97M-V/def2-TZVPD.

The geometry in XYZ format:
```
54
Properties=species:S:1:pos:R:3:lowdin_charge:R:1
H -1.27 1.84 4.08 0.098
H -2.11 0.29 3.94 0.088
H -1.25 0.71 5.43 0.114
H 1.18 0.67 5.56 0.108
C -3.41 -1.13 -0.33 -0.225
H 2.14 -1.89 -2.36 0.058
H 2.18 0.33 4.14 0.082
H 0.23 -3.58 -1.82 0.111
C 2.63 1.06 -1.43 -0.235
C -2.70 1.59 0.51 -0.235
H -4.36 -0.81 -0.78 0.074
H -2.08 -2.40 -4.08 0.136
H 2.65 -2.77 -0.84 0.057
H -2.55 1.26 1.56 0.029
P 2.23 -0.43 -0.37 0.757
C 0.05 0.16 3.75 -0.718
H 0.91 -1.83 3.73 0.083
C 0.52 2.50 -4.28 -0.014
O -1.78 -1.96 -3.28 0.071
C 3.30 -0.32 1.07 -0.244
C 0.02 -1.34 4.12 -0.025
H 2.96 0.51 1.69 0.044
P -2.18 0.19 -0.56 0.713
C 1.62 2.23 -3.47 -0.010
H -0.32 -2.39 -0.97 0.049
H 2.63 2.57 -3.71 0.127
Au -0.02 -0.08 0.13 0.749
H -1.22 -2.58 -2.54 0.028
H -3.08 -2.08 -0.78 0.042
C -1.22 0.79 4.34 -0.003
C 1.45 1.45 -2.32 -0.312
C -0.73 2.00 -3.91 0.004
H 3.53 0.84 -2.04 0.110
H -0.87 -1.80 3.67 0.087
H -3.76 1.85 0.34 0.067
C -0.88 1.24 -2.73 -0.337
C 2.73 -1.84 -1.42 -0.234
H -1.61 2.19 -4.52 0.127
H -2.04 2.46 0.32 0.059
O -0.59 -3.12 -1.59 0.060
H -3.03 0.90 -2.76 0.094
H 0.65 3.07 -5.20 0.133
N 0.23 1.01 -1.98 0.023
H 1.29 1.85 4.25 0.099
C 1.24 0.79 4.48 -0.016
H 3.18 -1.25 1.63 0.058
O 0.16 0.42 2.42 -0.074
H -0.02 -1.48 5.21 0.108
H 3.79 -1.68 -1.69 0.066
C -2.09 0.51 -2.33 -0.323
H 2.86 1.88 -0.73 0.111
H 4.35 -0.19 0.78 0.069
H -3.56 -1.28 0.75 0.058
H -1.97 -0.93 -3.09 0.053
```

Its spin multiplicity is 3. As for the total charge: +2. The calculation puts the frontier orbital gap (spin up / spin down) at 8.0 / 5.4 eV. As for the expectation value of S²: 2.01.

=====

(6)
Computed, not measured: 6 unconnected molecules or ions with the total composition C15H32Br10NO2, with ωB97M-V/def2-TZVPD.

The geometry in XYZ format:
```
60
Properties=species:S:1:pos:R:3:lowdin_charge:R:1
Br -1.94 5.26 -1.51 0.669
H -1.46 -3.34 3.73 0.114
Br -2.42 1.33 -5.80 0.609
O 0.97 -1.83 -0.55 -0.234
H 4.66 -0.07 6.73 0.045
C 4.01 -3.06 -1.47 -0.687
C -3.52 3.62 -4.44 -0.738
H -3.93 -0.92 -3.26 0.053
C -0.43 -2.96 3.83 -0.287
C 3.68 -1.68 5.67 -0.682
H 0.25 -3.81 3.62 0.116
Br -3.21 0.76 -1.60 0.620
H -0.76 7.38 -1.06 0.059
H 0.60 -0.01 -1.54 0.078
H 4.58 -3.39 -2.33 0.050
H -3.39 3.48 -6.60 0.047
H -3.05 7.92 -2.12 0.050
Br 5.28 -2.40 -0.16 0.605
N 2.56 0.04 -0.90 -0.121
H -3.08 3.15 -3.57 -0.013
H 0.91 -2.59 5.49 0.012
H -2.45 -1.44 -2.43 0.056
Br -2.50 7.37 -4.48 0.638
C -2.10 7.89 -2.65 -0.690
H -0.71 -1.08 0.37 0.062
C -4.28 -1.89 -1.37 -0.700
Br -5.39 3.08 -4.47 0.583
H 2.74 -3.88 0.06 0.029
H 2.28 -4.30 -1.60 0.061
H 1.62 -1.23 -2.39 0.072
C 3.11 -4.13 -0.92 -0.690
H -0.28 6.71 -2.64 0.053
O -0.18 -1.93 2.88 -0.167
H 0.87 -0.41 0.95 0.112
H 2.84 -1.82 4.99 0.036
H -0.33 -1.32 5.25 0.075
Br 3.18 -2.56 7.33 0.601
H -1.84 3.73 -5.76 0.057
C 4.00 -0.22 5.88 -0.697
H -4.56 -2.82 -1.88 0.055
H -5.17 -1.38 -1.03 0.046
C 0.34 -1.32 0.61 -0.261
H 4.55 -2.21 5.30 0.062
C -3.45 -1.04 -2.29 -0.689
H -1.68 8.89 -2.71 0.055
C 0.39 -2.41 1.68 -0.220
H 4.46 0.18 4.98 0.063
Br 4.02 -5.86 -0.75 0.549
H -0.16 -3.30 1.32 0.118
C 1.48 -0.67 -1.42 -0.488
H 3.40 -2.19 -1.72 0.011
H 3.28 -0.66 -0.74 -0.121
H 1.44 -2.68 1.86 0.122
Br 2.42 0.85 6.21 0.606
H -3.51 4.70 -4.33 -0.026
C -2.81 3.23 -5.71 -0.700
Br -3.27 -2.41 0.20 0.662
C -1.12 6.95 -1.99 -0.696
C -0.15 -2.41 5.23 -0.076
H -0.77 -2.90 5.99 0.074
```

As for the total charge: -1. The calculation puts the frontier orbital gap at 4.4 eV.

=====

(7)
Computed, not measured: a molecular structure, C15H32Cl2HfN4O10, with ωB97M-V/def2-TZVPD.

The geometry in XYZ format:
```
64
Properties=species:S:1:pos:R:3:lowdin_charge:R:1
H 7.53 4.04 -29.78 0.137
C 5.00 -0.81 -20.10 0.130
N 6.13 -1.34 -20.70 -0.064
H 9.29 -0.43 -27.93 0.088
C 6.36 -2.70 -20.95 0.028
O 5.82 -0.72 -24.76 -0.313
H 5.78 2.55 -29.50 0.128
H 8.62 2.95 -25.30 0.103
Hf 6.40 -5.29 -25.85 1.959
C 6.01 0.89 -21.02 0.099
H 9.59 0.59 -23.67 0.076
Cl 4.77 -1.68 -24.82 0.650
H 8.72 2.78 -30.01 0.118
H 4.30 1.26 -17.70 0.099
H 9.64 2.34 -23.26 0.090
O 5.35 -2.98 -25.18 -0.539
O 4.14 -1.88 -23.53 -0.314
H 9.09 3.37 -27.62 0.131
C 7.06 0.87 -28.58 -0.059
C 3.85 1.45 -19.98 -0.161
H 4.93 2.56 -18.55 0.090
C 4.04 1.93 -18.52 -0.023
H 4.33 -1.37 -19.46 0.192
C 8.08 1.14 -26.11 -0.147
O 0.00 0.97 -22.20 0.195
H 9.65 0.70 -29.21 0.109
H 7.53 -0.48 -22.00 0.149
O 4.15 -5.63 -24.47 -0.501
H 3.24 2.61 -18.23 0.108
H 7.32 -0.13 -28.91 0.118
H 5.45 -3.21 -20.63 0.121
H 7.02 1.24 -25.87 0.111
C 9.11 1.98 -25.29 -0.191
C 9.09 1.56 -23.77 -0.073
C 6.71 1.99 -29.57 -0.140
H 7.25 -3.00 -20.39 0.134
N 0.56 1.03 -23.33 -0.331
H 6.43 -2.70 -22.03 0.099
Cl 3.44 -6.34 -23.42 0.751
C 6.64 -0.28 -21.42 0.072
H 3.83 2.34 -20.61 0.148
H 6.21 1.93 -21.22 0.167
H 10.39 0.93 -27.55 0.098
H 1.31 -0.28 -24.80 0.119
H 1.08 -1.08 -23.31 0.120
H 2.43 0.09 -23.39 0.086
H 8.05 1.53 -23.45 0.046
C 1.42 -0.13 -23.73 0.063
N 4.87 0.53 -20.35 -0.013
O 2.05 -6.50 -23.78 -0.092
C 9.53 0.62 -28.13 0.070
O 3.91 -7.71 -23.45 -0.136
C 7.81 3.04 -29.46 -0.118
H 6.24 0.61 -27.91 0.112
N 8.22 1.40 -27.62 -0.202
O 3.88 -1.33 -25.85 -0.238
H 7.48 3.37 -27.24 0.134
H 2.87 0.99 -20.00 0.141
H 6.62 1.61 -30.59 0.127
O 0.48 1.98 -24.14 0.203
H 10.13 2.16 -25.64 0.121
H 8.06 0.07 -25.92 0.104
C 8.16 2.92 -27.96 -0.090
O 3.78 -5.63 -22.20 -0.201
```

As for the total charge: +4. The calculation puts the frontier orbital gap at 1.8 eV.

=====

(8)
Computed, not measured: a molecular structure, C15H32DyN6O7, with ωB97M-V/def2-TZVPD.

The geometry in XYZ format:
```
61
Properties=species:S:1:pos:R:3:lowdin_charge:R:1
H -1.57 1.27 -2.94 0.075
O -2.94 -0.55 1.08 -0.023
C 1.46 -0.52 1.42 -0.412
C 3.84 -0.68 2.04 -0.139
C -2.13 -4.43 -1.83 0.019
H -0.31 0.60 3.94 0.102
H -3.04 0.61 -3.67 0.120
H -1.78 -5.13 -1.06 0.111
H 2.79 -2.14 -0.47 0.109
H 2.53 -0.46 -1.03 0.061
C 0.79 4.14 0.88 -0.029
H 2.44 1.54 3.20 0.140
C 1.28 2.72 -1.21 -0.285
H 1.21 5.02 0.37 0.083
Dy -0.45 -0.12 -1.20 1.687
N 2.75 -0.67 1.08 -0.063
O 1.32 0.75 -2.43 -0.356
H 4.32 -1.67 2.00 0.137
C -1.96 -3.03 -1.38 -0.223
N -0.64 2.23 -0.05 -0.180
N -1.16 -2.18 -2.02 -0.127
O -0.56 -2.68 -3.17 -0.026
C -2.62 -2.44 -0.25 -0.222
H -3.31 2.48 -0.28 0.010
H -4.20 -3.84 0.15 0.110
H 3.00 -1.39 3.85 0.129
H -1.54 -4.60 -2.74 0.092
N 0.64 1.81 -2.01 -0.254
H -4.73 1.86 -0.14 0.020
H 4.13 -0.94 -0.46 0.106
H 2.76 3.45 -2.55 0.096
H -0.84 0.14 -4.83 0.130
C 3.06 -1.08 -0.28 -0.013
O 0.56 -0.82 0.55 -0.175
H -3.22 0.36 0.84 0.096
H -3.83 -2.70 1.50 0.091
H 4.12 -0.03 4.06 0.127
C -0.24 0.41 2.87 -0.003
H 1.56 3.84 1.61 0.085
C 2.62 3.29 -1.48 -0.014
O -1.61 2.49 0.76 -0.208
H 1.71 0.55 4.49 0.130
H 3.41 2.61 -1.13 0.090
H -0.95 -0.37 2.59 0.081
H -0.72 -1.90 -3.80 0.074
N 1.12 0.00 2.61 -0.066
H -0.12 4.44 1.41 0.080
H -0.54 1.31 2.32 0.074
H -2.35 -0.32 -2.36 0.027
C 2.15 0.51 3.49 -0.136
N -2.41 -1.12 -0.11 -0.053
H 4.57 0.07 1.72 0.135
C -3.40 -3.30 0.69 0.017
O -1.28 -0.47 -4.22 -0.122
H -2.73 -4.05 1.13 0.114
O -4.26 2.56 -0.62 -0.088
H -3.18 -4.64 -2.05 0.111
C 0.47 3.05 -0.09 -0.272
C 3.32 -0.43 3.43 -0.146
C -2.08 0.33 -3.22 -0.111
H 2.76 4.25 -0.97 0.079
```

Its spin multiplicity is 6. As for the total charge: +1. The calculation puts the frontier orbital gap (spin up / spin down) at 4.9 / 5.1 eV. As for the expectation value of S²: 9.56.